ORCA calculation (wB97M-V/def2-TZVPD) on a single C5H11NO molecule at a distorted geometry.

Energy relative to the best compared isomer or geometry (same formula, charge and spin), kcal per mole: 58.6
Electronic energy, eV: -8899.1540
Total charge: 0
SMILES string: C/N=C/C(C)(C)O

Each line ends with the Löwdin charge.
Cartesian coordinates (Å):
C  -0.16986  -0.58445  0.42690  -0.196
C  0.69542  1.65027  -0.13864  -0.010
C  0.05948  0.05370  -1.86722  -0.056
C  -0.57345  -1.91633  2.20550  -0.103
C  -0.38037  0.58089  -0.46538  -0.618
N  -0.80953  -0.65681  1.47247  0.006
O  -1.63748  1.15628  -0.41052  0.022
H  0.65503  -1.28543  0.10232  0.155
H  0.82967  2.26328  -1.03651  0.086
H  1.67809  1.33760  0.19172  0.092
H  0.28771  2.35400  0.43104  0.032
H  -0.00881  0.90223  -2.59986  0.089
H  1.00289  -0.33855  -2.11527  0.054
H  -0.74708  -0.70719  -2.23627  0.116
H  -0.89606  -1.74086  3.29337  0.100
H  0.42429  -2.20341  2.12265  0.037
H  -1.21072  -2.61604  1.59428  0.098
H  -2.09795  0.55408  0.19985  0.095